Version A
C4H7NO | the ωB97M-V functional and the def2-TZVPD basis

The geometry in XYZ format:
```
13
Properties=species:S:1:pos:R:3:mulliken_charge:R:1
O -1.3708 1.0718 1.0622 -0.549
C -0.3768 1.0179 0.0841 -0.326
C 1.0229 0.4561 0.5276 -0.553
C 0.7657 -0.7729 -0.3440 -0.187
N -0.5428 -1.3194 0.0705 -0.619
C -0.4875 -0.1837 -0.8631 -0.158
H -1.4723 0.1460 1.3470 0.375
H -0.3330 1.9907 -0.4115 0.393
H 1.1672 0.3046 1.6022 0.265
H 1.8388 1.0672 0.1297 0.272
H 1.5022 -1.3773 -0.8658 0.398
H -0.7945 -2.1326 -0.4842 0.236
H -0.9193 -0.2685 -1.8547 0.454
```

Summary:
Orbital gap   0.38587 hartree
HOMO level   -0.3482 Eh
SMILES   O[C@H]1C[C@H]2N[C@@H]12

Version B
C4H7NO | the ωB97M-V functional and the def2-TZVPD basis

The geometry in XYZ format:
```
13
Properties=species:S:1:pos:R:3:mulliken_charge:R:1
O 1.3723 0.7995 0.7780 -0.568
C 1.2504 0.1027 -0.4492 -0.368
C -0.0357 -0.7711 -0.6187 -0.557
C -1.0126 -0.5506 0.5370 -0.365
C -1.4580 0.8481 0.5726 0.217
N -1.7581 1.9661 0.5693 -0.451
H 0.9590 1.6710 0.7127 0.334
H 2.1461 -0.5236 -0.4949 0.320
H 1.2401 0.7781 -1.3025 0.238
H 0.2234 -1.8337 -0.6802 0.296
H -0.5409 -0.5280 -1.5641 0.302
H -0.4964 -0.7582 1.4765 0.257
H -1.8898 -1.2004 0.4636 0.345
```

Summary:
Orbital gap   0.42093 hartree
HOMO level   -0.3912 Eh
SMILES   N#CCCCO

Which of them is the most stable, and which is the least stable? version B and version A, in that order.

Version A
C4H7NO | the ωB97M-V functional and the def2-TZVPD basis

The geometry in XYZ format:
```
13
Properties=species:S:1:pos:R:3:mulliken_charge:R:1
C -1.9725 -0.0149 -0.5432 -0.420
C -0.5210 0.1546 -0.0860 0.111
C 0.5940 -0.0377 0.3462 0.127
C 1.9539 -0.0878 0.9509 -0.462
H -2.2680 1.7216 -2.0056 0.228
H -3.6424 1.2245 -1.2156 0.222
H -1.8913 -0.8701 -1.2686 0.236
H -2.6734 -0.2994 0.3593 0.257
H 2.5863 0.8373 0.4717 0.233
H 1.9416 -0.0312 2.1188 0.258
H 3.4850 -1.2393 0.8218 0.296
N -2.6761 1.2944 -1.0194 -0.587
O 2.6086 -1.3111 0.4808 -0.498
```

Summary:
Orbital gap   0.37727 hartree
HOMO level   -0.3489 Eh
SMILES   NCC#CCO

Version B
C4H7NO | the ωB97M-V functional and the def2-TZVPD basis

The geometry in XYZ format:
```
13
Properties=species:S:1:pos:R:3:mulliken_charge:R:1
C -0.8953 -0.8810 -0.2214 -1.322
C -0.3071 0.5255 -0.3065 0.283
O -1.1220 1.5306 0.2728 -0.542
C 1.0031 0.5401 0.4937 -0.508
C 1.8044 -0.6339 0.1359 0.315
N 2.3638 -1.5929 -0.1861 -0.455
H -1.6871 -1.0350 -0.9553 0.354
H -0.1265 -1.6274 -0.4062 0.429
H -1.2861 -1.0463 0.7871 0.312
H -0.0909 0.7836 -1.3543 0.214
H -1.9978 1.5075 -0.1352 0.321
H 0.7538 0.4980 1.5608 0.276
H 1.6059 1.4347 0.3140 0.324
```

Summary:
Orbital gap   0.42961 hartree
HOMO level   -0.4033 Eh
SMILES   C[C@@H](O)CC#N

Version C
C4H7NO | the ωB97M-V functional and the def2-TZVPD basis

The geometry in XYZ format:
```
13
Properties=species:S:1:pos:R:3:mulliken_charge:R:1
O 1.6255 -1.9060 0.1119 -0.545
C 1.7123 -0.8291 -0.4405 0.019
N 1.7513 0.3657 0.2037 -0.403
C -0.7308 1.2221 -0.0794 -0.064
C -1.5051 0.3208 0.8386 -0.412
C -1.4812 0.0356 -0.6152 -0.385
H 1.7526 -0.7162 -1.5396 0.397
H 1.7238 0.3776 1.2131 0.229
H 1.6939 1.2447 -0.2914 0.321
H -0.9293 -0.3365 1.4875 0.183
H -2.3723 0.7675 1.3232 0.250
H -2.3268 0.2821 -1.2565 0.263
H -0.9136 -0.8282 -0.9552 0.147
```

Summary:
Orbital gap   0.32642 hartree
HOMO level   -0.3369 Eh

Version D
C4H7NO | the ωB97M-V functional and the def2-TZVPD basis

The geometry in XYZ format:
```
13
Properties=species:S:1:pos:R:3:mulliken_charge:R:1
C -1.4864 -0.1122 0.1268 -0.298
N -1.3014 1.2950 0.2424 -0.545
C -0.6347 0.6377 -0.9097 -0.050
C 0.6640 0.0554 -0.9427 -0.525
C 1.4066 -0.1446 0.3436 -0.147
O 1.5826 -1.5531 0.3961 -0.482
H -0.9874 -0.7953 0.8132 0.206
H -2.4563 -0.4444 -0.2346 0.261
H -0.6135 1.5068 0.9613 0.315
H -1.1386 0.8282 -1.8535 0.419
H 1.6644 -1.8027 -0.5414 0.364
H 2.3694 0.3935 0.2973 0.257
H 0.9315 0.1356 1.3013 0.225
```

Summary:
Orbital gap   0.31135 hartree
HOMO level   -0.3182 Eh

Which of them is the most stable, and which is the least stable? version B and version D, in that order.

Version A
C4H7NO | the ωB97M-V functional and the def2-TZVPD basis

The geometry in XYZ format:
```
13
Properties=species:S:1:pos:R:3:mulliken_charge:R:1
O 2.5216 -0.4666 -0.3247 -0.383
N 1.9070 0.6230 -0.0803 -0.412
C 0.5930 0.5043 -0.2939 0.655
C -0.1370 -0.6753 -0.4700 -0.709
C -1.3912 -0.0320 0.0960 -0.404
C -0.5839 1.3038 0.2187 -0.415
H 1.6736 -1.4832 0.3238 0.111
H -0.0393 -1.4837 -1.1871 0.493
H 0.8418 -1.6328 0.4968 0.082
H -2.2420 -0.0155 -0.5927 0.249
H -1.7203 -0.4426 1.0541 0.247
H -0.9404 2.0796 -0.4648 0.206
H -0.4828 1.7209 1.2241 0.280
```

Summary:
Orbital gap   0.31433 hartree
HOMO level   -0.3269 Eh

Version B
C4H7NO | the ωB97M-V functional and the def2-TZVPD basis

The geometry in XYZ format:
```
13
Properties=species:S:1:pos:R:3:mulliken_charge:R:1
C 1.9068 -0.2964 0.8301 -1.032
C 0.7518 0.4224 0.1851 0.936
O 0.5977 1.6441 0.2859 -0.686
C -0.0952 -0.4091 -0.6536 -0.704
C -1.4381 -0.7356 -0.1384 -0.272
N -1.2845 0.4296 -1.0350 -0.184
H 1.5963 -1.2880 1.1756 0.316
H 2.3216 0.2945 1.6471 0.327
H 2.6781 -0.4504 0.0681 0.260
H -1.4935 0.3726 -2.0202 0.286
H -1.7684 -0.4214 0.8558 0.214
H -2.0227 -1.5611 -0.5455 0.242
H -1.2615 1.3633 -0.6102 0.298
```

Summary:
Orbital gap   0.32421 hartree
HOMO level   -0.2925 Eh
SMILES   C/C([O-])=C1\C[NH2+]1

Version C
C4H7NO | the ωB97M-V functional and the def2-TZVPD basis

The geometry in XYZ format:
```
13
Properties=species:S:1:pos:R:3:mulliken_charge:R:1
O 1.0513 -1.0954 0.9989 -0.532
C -0.2100 -1.1743 0.3432 -0.422
C -0.7632 0.2391 0.4762 -0.592
C 0.2569 1.1751 -0.1903 -0.478
C 0.1727 1.1394 -1.6531 0.275
N 0.0849 1.1100 -2.8071 -0.434
H 1.5823 -1.8887 0.8878 0.298
H -0.8520 -1.9264 0.8189 0.318
H -0.1325 -1.4259 -0.7289 0.322
H -0.8183 0.4812 1.5426 0.298
H -1.7671 0.3508 0.0508 0.341
H 1.2405 0.8090 0.1223 0.303
H 0.1644 2.2107 0.1385 0.303
```

Summary:
Orbital gap   0.42446 hartree
HOMO level   -0.3980 Eh
SMILES   N#CCCCO

Version D
C4H7NO | the ωB97M-V functional and the def2-TZVPD basis

The geometry in XYZ format:
```
13
Properties=species:S:1:pos:R:3:mulliken_charge:R:1
C 1.6456 0.1905 -0.3715 -0.858
N 0.1992 0.3452 -0.5063 -0.232
C -0.6647 1.1981 0.2884 -0.336
C -0.6311 -0.2717 0.5156 0.015
C -1.4330 -1.3218 -0.1824 -0.192
O -1.1306 -2.4909 -0.1046 -0.464
H 2.1307 0.8396 0.3735 0.293
H 2.1213 0.3612 -1.3372 0.285
H 1.8591 -0.8585 -0.1393 0.323
H -0.2533 1.8014 1.1086 0.269
H -1.4643 1.7051 -0.2549 0.234
H -0.1580 -0.5865 1.4497 0.337
H -2.2558 -0.9890 -0.8449 0.326
```

Summary:
Orbital gap   0.38303 hartree
HOMO level   -0.3476 Eh
SMILES   CN1C[C@H]1C=O

Which of them is the most stable, and which is the least stable? version C and version A, in that order.

Version A
C4H7NO | the ωB97M-V functional and the def2-TZVPD basis

The geometry in XYZ format:
```
13
Properties=species:S:1:pos:R:3:mulliken_charge:R:1
C -0.5852 0.8513 -0.6462 -0.961
C 0.9991 -0.0276 -0.2621 0.652
C -1.4737 -1.3787 1.4334 -0.187
C 2.0336 0.6489 -0.7743 -0.927
O 0.8817 -1.1473 0.3113 -0.419
N -0.9756 -1.2680 0.2880 -0.228
H -0.4191 1.7557 -0.0665 0.314
H -0.3336 0.9419 -1.6998 0.320
H -1.6483 0.6440 -0.5722 0.309
H -0.9945 -2.0053 2.1937 0.307
H -2.4113 -0.8763 1.6963 0.260
H 3.0364 0.2830 -0.5970 0.294
H 1.8906 1.5784 -1.3045 0.265
```

Summary:
Orbital gap (spin up / spin down)   0.25602 / 0.25508 hartree
HOMO level (spin up / spin down)   -0.3012 / -0.3010 Eh

Version B
C4H7NO | the ωB97M-V functional and the def2-TZVPD basis

The geometry in XYZ format:
```
13
Properties=species:S:1:pos:R:3:mulliken_charge:R:1
C -1.0321 -0.0749 0.1880 -0.366
C 1.0805 1.5198 -0.1728 0.033
C 2.4558 1.2272 0.1601 -0.956
C -2.4378 -1.8606 -0.0262 -0.482
N 0.0702 0.6293 -0.0344 0.009
O -1.4393 -1.0809 -0.6139 -0.205
H 1.0091 2.4934 -0.5984 0.369
H 2.6544 1.4208 1.3135 0.222
H 3.1781 1.8060 -0.3022 0.359
H 2.5273 0.1822 -0.1154 0.257
H -2.0632 -2.7850 0.3491 0.239
H -3.1479 -2.1375 -0.9770 0.156
H -2.8551 -1.3399 0.8297 0.365
```

Summary:
Orbital gap (spin up / spin down)   0.31212 / 0.31218 hartree
HOMO level (spin up / spin down)   -0.2897 / -0.2897 Eh

Which of them is the most stable, and which is the least stable? version B and version A, in that order.

Version A
C4H7NO | the ωB97M-V functional and the def2-TZVPD basis

The geometry in XYZ format:
```
13
Properties=species:S:1:pos:R:3:mulliken_charge:R:1
C 1.5783 0.0593 0.6052 -1.223
C 0.3870 -0.2129 -0.3246 0.095
C -1.3789 -1.0460 -0.0249 -0.606
N -1.7744 0.3107 -0.3494 -0.134
C -0.5704 0.9497 -0.4309 0.288
O -0.3109 2.1298 -0.4116 -0.596
H 2.1769 0.8428 0.1183 0.344
H 1.2811 0.4541 1.5827 0.332
H 2.2247 -0.8110 0.7556 0.375
H 0.6914 -0.6918 -1.2466 0.346
H -0.3730 -1.1073 0.5416 0.333
H -1.3883 -1.6621 -0.9249 0.195
H -2.5434 0.7848 0.1095 0.251
```

Summary:
Orbital gap   0.34753 hartree
HOMO level   -0.3181 Eh

Version B
C4H7NO | the ωB97M-V functional and the def2-TZVPD basis

The geometry in XYZ format:
```
13
Properties=species:S:1:pos:R:3:mulliken_charge:R:1
C -0.2906 0.4399 0.2940 0.436
C 1.1320 0.4414 0.7062 0.199
C 1.9614 -0.5067 -0.1251 -1.143
C -2.5702 0.0227 -0.0815 -0.552
N 0.3690 1.3994 -0.1778 -0.635
O -1.3760 -0.4293 0.4544 -0.297
H 1.6767 0.8333 1.6283 0.343
H 3.0636 -0.2949 -0.0009 0.284
H 1.8214 -0.0767 -1.1529 0.335
H 1.7325 -1.4792 -0.0304 0.312
H -2.5679 1.2237 -0.4188 0.293
H -3.3441 -0.1340 0.7541 0.197
H -2.7651 -0.6177 -0.9848 0.227
```

Summary:
Orbital gap   0.38903 hartree
HOMO level   -0.3549 Eh
SMILES   COC1=N[C@@H]1C

Version C
C4H7NO | the ωB97M-V functional and the def2-TZVPD basis

The geometry in XYZ format:
```
13
Properties=species:S:1:pos:R:3:mulliken_charge:R:1
C -0.5915 -1.0742 0.7146 -1.082
C -0.1385 0.5208 -1.2511 -0.218
C 0.2412 1.4270 -0.0806 -0.285
O 1.2155 0.6365 0.5749 -0.434
C 0.8409 -0.6483 0.1302 0.154
N 0.5568 -0.5397 -1.3038 -0.473
H -0.6823 -2.1469 0.5642 0.380
H -1.5202 -0.6726 0.2444 0.272
H -0.6632 -0.8011 1.7680 0.304
H -1.0098 0.6404 -1.8795 0.393
H -0.5474 1.7027 0.6310 0.256
H 0.6881 2.3309 -0.5048 0.310
H 1.6104 -1.3753 0.3926 0.421
```

Summary:
Orbital gap   0.39996 hartree
HOMO level   -0.3631 Eh
SMILES   C[C@H]1N=CCO1

Version D
C4H7NO | the ωB97M-V functional and the def2-TZVPD basis

The geometry in XYZ format:
```
13
Properties=species:S:1:pos:R:3:mulliken_charge:R:1
N 2.6113 -0.0808 -0.2748 -0.567
C 1.5250 -0.6198 -0.0782 0.540
C 0.3679 -1.2288 0.0429 -0.632
C -0.9629 -0.5752 -0.2523 -0.463
C -0.9078 0.9506 -0.3321 -0.571
O -0.2000 1.5454 0.7399 -0.495
H 2.9603 0.4501 0.5234 0.272
H 0.3792 -2.2576 0.3914 0.342
H -0.3927 1.0390 1.5389 0.329
H -1.6784 -0.8727 0.5280 0.319
H -1.3753 -0.9544 -1.1976 0.311
H -1.9371 1.3382 -0.3854 0.299
H -0.3895 1.2661 -1.2441 0.316
```

Summary:
Orbital gap   0.35421 hartree
HOMO level   -0.3231 Eh
SMILES   N=C=CCCO

Which of them is the most stable, and which is the least stable? version D and version B, in that order.

Version A
C4H7NO | the ωB97M-V functional and the def2-TZVPD basis

The geometry in XYZ format:
```
13
Properties=species:S:1:pos:R:3:mulliken_charge:R:1
O 1.1343 2.0619 -0.1151 -0.469
C 1.6744 0.9824 -0.1177 0.068
C 1.0086 -0.3741 0.0908 -0.932
C -0.4338 -0.4226 0.5524 0.193
C -1.4325 0.3100 -0.2423 -0.348
N -1.4420 -1.1431 -0.2950 -0.634
H 2.7678 0.9130 -0.3313 0.337
H 1.6739 -0.9643 0.7338 0.365
H 1.0161 -0.8573 -0.8936 0.320
H -0.6288 -0.8190 1.5308 0.380
H -1.0415 0.7140 -1.1704 0.188
H -2.2611 0.8630 0.1830 0.272
H -2.1662 -1.4376 0.3684 0.259
```

Summary:
Orbital gap   0.39052 hartree
HOMO level   -0.3536 Eh
SMILES   O=CC[C@H]1CN1

Version B
C4H7NO | the ωB97M-V functional and the def2-TZVPD basis

The geometry in XYZ format:
```
13
Properties=species:S:1:pos:R:3:mulliken_charge:R:1
C -1.7278 0.4209 -0.2054 -0.847
N -0.3780 -0.0571 -0.0405 0.110
C 0.1691 -1.3395 -0.1684 -0.481
C 1.8708 0.0115 0.1227 -0.673
C 0.6435 0.8154 0.1745 0.582
O 0.5860 1.9804 0.5043 -0.624
H -1.9189 1.1124 0.6194 0.299
H -1.8189 0.9748 -1.1472 0.276
H -2.4490 -0.3967 -0.1822 0.362
H -0.4449 -1.9815 -0.8462 0.313
H 0.5012 -1.9263 0.6681 0.236
H 2.3429 0.0910 1.1249 0.222
H 2.6242 0.2946 -0.6241 0.224
```

Summary:
Orbital gap (spin up / spin down)   0.31881 / 0.31879 hartree
HOMO level (spin up / spin down)   -0.3149 / -0.3149 Eh

Version C
C4H7NO | the ωB97M-V functional and the def2-TZVPD basis

The geometry in XYZ format:
```
13
Properties=species:S:1:pos:R:3:mulliken_charge:R:1
C -1.8163 -0.0820 0.0240 -1.146
C -0.3136 -0.2492 0.2553 0.179
N 0.8156 -0.8754 -0.5878 -0.599
C 1.7464 0.1801 -0.0762 -0.456
C 0.4841 0.9943 -0.0774 0.553
O 0.1551 2.0019 -0.6397 -0.551
H -2.4287 -0.9891 0.0693 0.342
H -2.0429 0.4826 -0.8854 0.297
H -2.1424 0.5630 0.8603 0.290
H -0.1522 -0.5973 1.2845 0.262
H 1.0788 -1.8061 -0.2688 0.261
H 2.5658 0.5390 -0.6948 0.318
H 2.0846 -0.0106 0.9534 0.252
```

Summary:
Orbital gap   0.38214 hartree
HOMO level   -0.3550 Eh

Which of them is the most stable, and which is the least stable? version C and version B, in that order.